{
  "formula": "C52H47DyFIN6O7P2Te2",
  "method": "the ωB97M-V functional and the def2-TZVPD basis",
  "charge": -2,
  "lumo_ev": [3.32, 3.32],
  "largest_force_ha_per_bohr": 0.06971,
  "total_energy_ev": -146030.25307,
  "multiplicity": 6,
  "molar_mass_g_mol": 1493.5,
  "elements": ["Dy", "O", "C", "C", "C", "C", "C", "C", "C", "O", "N", "N", "C", "C", "C", "C", "C", "C", "C", "O", "H", "H", "H", "H", "H", "H", "H", "H", "H", "H", "Te", "C", "C", "C", "N", "C", "C", "C", "P", "C", "C", "C", "C", "C", "C", "C", "C", "C", "C", "C", "C", "P", "C", "C", "C", "C", "C", "C", "C", "C", "C", "C", "C", "C", "H", "H", "H", "H", "H", "H", "H", "H", "H", "H", "H", "H", "H", "H", "H", "H", "H", "H", "H", "H", "H", "H", "H", "H", "C", "Te", "C", "H", "H", "H", "H", "H", "H", "I", "F", "C", "C", "N", "C", "C", "O", "O", "C", "O", "N", "C", "O", "H", "H", "H", "H", "N", "H", "H", "H"],
  "positions_angstrom": [[-0.247, -0.304, -0.899], [1.884, 2.128, -5.688], [2.588, 0.995, -5.674], [3.678, 0.812, -6.572], [4.488, -0.282, -6.519], [4.252, -1.292, -5.552], [3.181, -1.126, -4.685], [2.345, 0.027, -4.747], [1.309, 0.229, -3.607], [1.366, -0.507, -2.582], [0.525, 1.238, -3.789], [-0.318, 1.446, -2.708], [-1.373, 2.089, -3.172], [-2.471, 2.486, -2.367], [-3.419, 3.277, -2.921], [-4.389, 3.891, -2.117], [-4.349, 3.666, -0.765], [-3.462, 2.785, -0.116], [-2.489, 2.139, -0.961], [-1.601, 1.381, -0.399], [1.134, 2.089, -4.979], [3.984, 1.627, -7.202], [5.354, -0.338, -7.135], [5.017, -1.988, -5.315], [2.951, -1.827, -3.898], [-1.521, 2.202, -4.248], [-3.291, 3.420, -3.985], [-5.075, 4.573, -2.514], [-5.087, 4.179, -0.199], [-3.468, 2.640, 0.963], [4.366, 1.442, 2.329], [3.908, 1.288, 4.427], [3.249, 2.341, 4.997], [2.971, 2.288, 6.345], [3.308, 1.265, 7.130], [4.011, 0.264, 6.590], [4.394, 0.244, 5.221], [2.560, 0.746, 1.426], [2.395, -0.706, 0.590], [3.938, -1.058, -0.488], [4.486, -2.288, -0.591], [5.653, -2.510, -1.361], [6.240, -1.452, -2.130], [5.715, -0.175, -1.905], [4.566, 0.011, -1.154], [2.619, -2.047, 1.791], [1.597, -3.067, 1.839], [1.646, -4.048, 2.822], [2.586, -3.955, 3.807], [3.647, -3.026, 3.820], [3.641, -2.060, 2.756], [1.343, 1.840, 0.836], [2.191, 3.372, 0.204], [2.724, 3.243, -1.074], [3.388, 4.304, -1.703], [3.655, 5.425, -0.945], [3.137, 5.543, 0.356], [2.364, 4.531, 0.931], [0.208, 2.549, 2.069], [0.217, 2.101, 3.418], [-0.669, 2.617, 4.326], [-1.513, 3.677, 4.014], [-1.494, 4.146, 2.719], [-0.710, 3.548, 1.764], [3.004, 3.205, 4.439], [2.565, 3.178, 6.765], [4.212, -0.557, 7.262], [4.998, -0.512, 4.761], [3.941, -3.097, -0.084], [5.897, -3.621, -1.555], [7.073, -1.517, -2.758], [6.198, 0.662, -2.393], [4.227, 1.010, -1.021], [0.767, -3.171, 1.141], [0.946, -4.869, 2.808], [2.496, -4.758, 4.470], [4.351, -3.150, 4.595], [4.352, -1.229, 2.760], [2.637, 2.332, -1.655], [3.773, 4.091, -2.682], [4.279, 6.171, -1.382], [3.388, 6.390, 0.903], [2.002, 4.734, 2.015], [0.948, 1.299, 3.751], [-0.693, 2.264, 5.323], [-2.188, 4.078, 4.782], [-2.178, 4.941, 2.497], [-0.720, 3.853, 0.722], [-8.968, -2.485, 2.725], [-7.562, -1.550, 1.427], [-6.251, -3.112, 1.640], [-9.318, -3.411, 2.414], [-9.848, -1.834, 2.912], [-8.414, -2.596, 3.656], [-6.010, -3.444, 2.636], [-5.355, -2.772, 1.082], [-6.667, -3.946, 1.093], [-0.193, -3.798, -1.268], [-6.087, -6.275, -0.167], [-6.000, -5.192, -0.986], [-4.814, -4.667, -1.379], [-4.711, -3.538, -2.190], [-3.393, -3.049, -2.467], [-2.994, -2.020, -1.386], [-3.542, -2.238, -0.284], [-2.124, -1.148, -1.679], [-5.820, -2.993, -2.750], [-5.841, -2.098, -3.581], [-7.036, -3.496, -2.239], [-7.247, -4.434, -1.271], [-8.350, -4.616, -0.794], [-3.883, -5.205, -1.177], [-3.409, -2.645, -3.470], [-2.656, -3.970, -2.381], [-7.816, -2.975, -2.526], [-1.304, -1.020, 1.311], [-2.207, -0.620, 1.193], [-1.417, -2.014, 1.463], [-0.871, -0.615, 2.158]]
}